Record 1
C32H35N2P2Pd | ωB97M-V/def2-TZVPD

Its orbital gap (alpha / beta) is 6.407 / 6.371 eV. Its LUMO energy (alpha / beta) is -3.08 / -3.13 eV. For the energy, the calculation gives -2160.32746 Ha.

```
! wB97M-V def2-TZVPD RIJCOSX def2/J DEFGRID3
* xyz 1 1
Pd 0.315 0.659 -0.275
C 3.140 -2.126 1.832
C 2.319 -1.505 0.897
N 1.821 -0.288 1.057
C 2.107 0.382 2.199
C 3.004 -0.139 3.164
C 3.513 -1.430 2.965
C 3.378 0.669 4.276
C 2.881 1.918 4.434
C 1.898 2.433 3.543
C 1.282 3.677 3.731
C 0.254 4.048 2.894
C -0.127 3.183 1.868
N 0.480 2.040 1.619
C 1.488 1.648 2.434
H 3.502 -3.124 1.646
H 2.076 -2.020 -0.024
H 4.190 -1.863 3.685
H 4.082 0.260 4.985
H 3.193 2.538 5.260
H 1.601 4.317 4.540
H -0.265 4.983 3.028
H -0.972 3.424 1.237
C -1.829 3.552 -1.304
P -1.082 1.935 -1.732
C -2.533 1.133 -2.506
C -0.097 2.368 -3.240
C 0.912 1.272 -3.569
P 2.035 0.937 -2.129
C 2.963 2.523 -2.047
C 3.297 -0.118 -2.947
H -2.271 4.006 -2.189
H -1.080 4.223 -0.890
H -2.606 3.376 -0.561
H -3.039 1.861 -3.139
H -3.211 0.782 -1.733
H -2.222 0.280 -3.102
H 0.426 3.310 -3.058
H -0.778 2.525 -4.083
H 1.519 1.557 -4.435
H 0.392 0.334 -3.804
H 3.348 2.782 -3.032
H 3.793 2.397 -1.354
H 2.326 3.323 -1.671
H 3.602 0.329 -3.890
H 2.891 -1.110 -3.129
H 4.162 -0.205 -2.292
C -3.834 -4.425 2.733
C -3.977 -3.187 3.337
C -3.252 -2.103 2.879
C -2.377 -2.240 1.802
C -2.233 -3.493 1.207
C -2.957 -4.575 1.670
C -1.682 -1.045 1.305
C -1.169 -0.916 0.090
C -1.301 -1.637 -1.133
C -2.573 -2.030 -1.604
C -2.707 -2.643 -2.829
C -1.595 -2.892 -3.624
C -0.334 -2.530 -3.171
C -0.182 -1.909 -1.951
H -4.391 -5.272 3.097
H -4.653 -3.069 4.169
H -3.373 -1.136 3.348
H -1.547 -3.620 0.382
H -2.834 -5.542 1.206
H -1.627 -0.227 2.023
H -3.433 -1.866 -0.973
H -3.687 -2.932 -3.178
H -1.706 -3.380 -4.582
H 0.536 -2.739 -3.775
H 0.812 -1.649 -1.587
*
```

---

Record 2
C32H80O16 | ωB97M-V/def2-TZVPD

Its orbital gap is 9.762 eV. Its SMILES is COCCOC.COCCOC.COCCOC.COCCOC.COCCOC.COCCOC.COCCOC.COCCOC. Its LUMO energy is 0.47 eV. For the energy, the calculation gives -2470.62793 Ha.

```
! wB97M-V def2-TZVPD RIJCOSX def2/J DEFGRID3
* xyz 0 1
C -17.631 6.932 8.426
O -18.167 8.235 8.253
C -18.201 9.012 9.448
C -18.776 10.390 9.107
O -17.836 11.392 9.558
C -16.704 11.650 8.730
H -17.871 6.450 7.474
H -18.175 6.472 9.259
H -16.540 6.946 8.526
H -17.180 9.107 9.828
H -18.793 8.478 10.203
H -19.619 10.670 9.731
H -18.823 10.527 8.025
H -17.131 11.974 7.774
H -16.043 10.781 8.715
H -16.202 12.474 9.233
C -8.028 10.015 7.590
O -8.284 11.147 8.365
C -8.120 10.959 9.752
C -9.377 10.401 10.424
O -9.618 9.068 10.003
C -10.758 8.500 10.578
H -8.325 10.193 6.557
H -8.574 9.105 7.870
H -6.975 9.705 7.627
H -7.921 11.902 10.260
H -7.279 10.293 9.969
H -10.223 11.084 10.342
H -9.071 10.328 11.477
H -10.678 7.418 10.452
H -11.674 8.823 10.065
H -10.964 8.646 11.646
C -21.357 5.603 11.250
O -21.770 5.841 12.559
C -22.905 6.692 12.709
C -22.618 8.159 12.430
O -21.808 8.841 13.371
C -20.407 8.742 13.132
H -20.646 6.329 10.826
H -22.160 5.487 10.511
H -20.814 4.652 11.250
H -23.033 6.586 13.790
H -23.757 6.353 12.114
H -23.553 8.723 12.409
H -22.205 8.329 11.426
H -20.132 7.737 12.815
H -19.894 8.953 14.069
H -20.081 9.491 12.405
C -16.433 5.647 19.621
O -17.049 6.001 18.403
C -17.526 4.880 17.686
C -18.166 5.299 16.377
O -19.150 6.290 16.550
C -20.046 6.280 15.445
H -15.452 5.214 19.415
H -17.087 5.067 20.279
H -16.317 6.564 20.204
H -18.197 4.189 18.203
H -16.593 4.358 17.418
H -18.558 4.382 15.918
H -17.413 5.654 15.662
H -20.473 5.294 15.260
H -19.426 6.558 14.583
H -20.758 7.100 15.497
C -20.900 -0.897 11.484
O -19.576 -0.805 11.024
C -18.621 -0.881 12.057
C -17.227 -1.058 11.409
O -16.381 -1.724 12.318
C -15.502 -0.857 13.024
H -21.298 0.083 11.786
H -21.003 -1.573 12.336
H -21.548 -1.172 10.652
H -18.808 -1.771 12.665
H -18.628 0.019 12.684
H -16.886 -0.092 11.031
H -17.369 -1.733 10.563
H -15.125 -1.445 13.855
H -16.100 -0.083 13.530
H -14.826 -0.308 12.370
C -13.236 5.502 16.368
O -12.493 4.310 16.629
C -11.708 3.837 15.587
C -12.429 3.113 14.413
O -12.980 1.876 14.810
C -14.128 1.971 15.605
H -12.484 6.294 16.403
H -13.933 5.624 17.192
H -13.772 5.467 15.419
H -10.867 3.222 15.900
H -11.195 4.680 15.089
H -11.581 2.854 13.774
H -13.078 3.766 13.823
H -14.959 2.422 15.050
H -13.959 2.514 16.540
H -14.495 1.018 15.993
C -17.750 5.468 12.405
O -17.551 4.068 12.516
C -16.182 3.804 12.814
C -15.231 4.085 11.667
O -14.724 5.414 11.718
C -14.044 5.773 10.523
H -17.378 6.016 13.276
H -18.802 5.653 12.210
H -17.198 5.904 11.565
H -16.259 2.726 13.003
H -15.883 4.150 13.811
H -15.788 4.048 10.726
H -14.457 3.311 11.692
H -14.734 6.001 9.711
H -13.274 5.016 10.350
H -13.511 6.688 10.788
C -13.700 8.631 8.023
O -13.780 9.892 8.689
C -12.843 10.825 8.158
C -13.236 11.353 6.753
O -13.046 10.361 5.756
C -11.763 9.909 5.432
H -14.307 8.688 7.119
H -14.023 7.825 8.680
H -12.691 8.362 7.696
H -11.829 10.421 8.133
H -12.890 11.648 8.873
H -12.689 12.247 6.447
H -14.318 11.466 6.787
H -11.137 9.864 6.329
H -11.256 10.567 4.715
H -11.784 8.927 4.962
*
```

---

Record 3
C43H40O7Si3 | ωB97M-V/def2-TZVPD

Its orbital gap is 7.964 eV. Its LUMO energy is -1.00 eV. For the energy, the calculation gives -3057.88598 Ha.

```
! wB97M-V def2-TZVPD RIJCOSX def2/J DEFGRID3
* xyz 0 1
C 5.878 1.288 4.608
C 4.917 1.985 4.470
C 3.749 2.831 4.403
C 2.762 2.334 3.315
C 1.791 1.287 3.891
Si 1.073 0.137 2.578
O -0.496 -0.260 3.102
Si -1.694 -0.450 1.998
O -2.874 0.711 2.362
C -4.039 0.450 1.702
O -4.059 0.260 0.512
C -5.230 0.434 2.570
C -6.465 0.538 1.954
C -7.623 0.549 2.704
C -7.542 0.445 4.082
C -6.308 0.318 4.689
C -5.143 0.318 3.949
Si 2.317 -1.808 2.411
C 2.125 -2.822 4.003
C 4.119 -1.305 2.230
C 1.675 -2.738 0.894
H 6.546 0.496 4.816
H 4.029 3.868 4.241
H 3.240 2.758 5.359
H 3.308 1.964 2.453
H 2.187 3.202 3.000
H 0.962 1.815 4.353
H 2.320 0.697 4.634
H 1.055 0.770 1.236
H -2.340 -1.760 2.211
H -1.215 -0.329 0.617
H -6.505 0.613 0.879
H -8.583 0.644 2.224
H -8.440 0.466 4.677
H -6.258 0.217 5.762
H -4.180 0.241 4.422
H 3.112 -2.877 4.459
H 1.776 -3.834 3.830
H 1.494 -2.325 4.731
H 4.297 -0.620 1.407
H 4.799 -2.149 2.168
H 4.388 -0.759 3.135
H 0.602 -2.890 0.970
H 2.181 -3.685 0.744
H 1.843 -2.093 0.035
C 7.227 0.778 -4.851
C 6.472 -0.181 -4.185
C 6.031 0.055 -2.894
C 6.351 1.248 -2.260
C 7.124 2.204 -2.923
C 7.553 1.968 -4.222
C 7.513 3.477 -2.250
O 8.178 4.310 -2.829
C 7.067 3.692 -0.845
C 7.455 4.846 -0.177
C 7.038 5.065 1.126
C 6.224 4.135 1.763
C 5.836 2.983 1.103
C 6.261 2.753 -0.198
C 5.853 1.493 -0.878
O 5.136 0.686 -0.321
H 7.564 0.595 -5.863
H 6.227 -1.114 -4.675
H 5.440 -0.685 -2.373
H 8.142 2.715 -4.735
H 8.086 5.567 -0.678
H 7.347 5.962 1.647
H 5.896 4.307 2.780
H 5.209 2.255 1.599
C -6.520 -3.370 -0.458
C -5.688 -2.257 -0.375
C -5.351 -1.554 -1.520
C -5.838 -1.972 -2.754
C -6.657 -3.101 -2.838
C -7.003 -3.792 -1.685
C -7.157 -3.590 -4.153
O -7.875 -4.566 -4.227
C -6.747 -2.850 -5.380
C -7.159 -3.316 -6.622
C -6.798 -2.634 -7.771
C -6.029 -1.477 -7.684
C -5.612 -1.011 -6.449
C -5.963 -1.698 -5.294
C -5.480 -1.196 -3.975
O -4.813 -0.186 -3.902
H -6.787 -3.912 0.440
H -5.307 -1.941 0.585
H -4.711 -0.690 -1.459
H -7.645 -4.659 -1.753
H -7.760 -4.213 -6.684
H -7.116 -3.000 -8.738
H -5.753 -0.942 -8.582
H -5.012 -0.115 -6.375
*
```

---

Record 4
C18H20BN4O7S | ωB97M-V/def2-TZVPD

Its orbital gap is 5.392 eV. Its LUMO energy is 1.47 eV. For the energy, the calculation gives -1866.48673 Ha.

```
! wB97M-V def2-TZVPD RIJCOSX def2/J DEFGRID3
* xyz -1 1
C 5.018 -3.676 -0.338
N 4.833 -3.511 -1.629
N 4.065 -2.404 -1.839
C 3.800 -1.946 -0.596
S 2.736 -0.491 -0.535
C 1.150 -1.105 -1.322
C -0.102 -0.846 -0.401
B -1.080 -2.171 -0.495
O -1.987 -2.078 -1.672
C -3.190 -2.702 -1.166
C -2.777 -3.465 0.190
O -1.867 -2.503 0.722
O 4.366 -2.685 0.392
H 5.571 -4.487 0.168
H 1.030 -0.715 -2.364
H 1.237 -2.219 -1.432
H -0.616 0.068 -0.814
H 0.188 -0.645 0.667
H -0.513 -3.241 -0.707
H -3.810 -1.794 -0.908
H -3.770 -3.337 -1.889
H -3.615 -3.687 0.903
H -2.362 -4.458 -0.139
C 4.040 4.501 -4.797
C 4.715 4.007 -3.688
C 4.005 3.591 -2.571
C 2.620 3.670 -2.579
C 1.937 4.168 -3.678
C 2.653 4.585 -4.791
N 1.865 3.207 -1.409
O 2.499 2.794 -0.456
O 0.650 3.260 -1.462
H 4.597 4.820 -5.671
H 5.796 3.943 -3.696
H 4.538 3.207 -1.711
H 0.857 4.234 -3.683
H 2.130 4.973 -5.656
C -2.328 0.728 5.458
C -1.963 0.073 4.288
C -2.934 -0.511 3.486
C -4.267 -0.426 3.867
C -4.642 0.219 5.037
C -3.665 0.798 5.834
N -5.291 -1.021 3.004
O -4.901 -1.585 2.008
O -6.463 -0.910 3.337
H -1.568 1.188 6.079
H -0.921 0.020 3.998
H -2.640 -1.022 2.571
H -5.681 0.281 5.335
H -3.945 1.307 6.749
*
```

---

Record 5
C28H75N4O12 | ωB97M-V/def2-TZVPD

Its orbital gap is 7.208 eV. Its LUMO energy is 2.04 eV. For the energy, the calculation gives -2232.97712 Ha.

```
! wB97M-V def2-TZVPD RIJCOSX def2/J DEFGRID3
* xyz -1 1
C -0.863 0.208 1.338
O -2.203 0.310 1.188
H -0.651 0.797 2.110
H -0.400 0.432 0.230
H -0.850 -0.875 1.511
C 1.218 -3.070 -0.089
O 0.425 -3.613 -1.065
H 1.261 -2.007 -0.262
H 2.218 -3.582 -0.249
H 0.875 -3.356 0.830
H -0.416 -3.050 -0.866
C -5.602 0.197 1.849
O -4.866 0.515 0.679
H -6.745 0.207 1.705
H -5.280 0.814 2.564
H -5.538 -0.775 2.027
H -3.821 0.529 0.845
C -1.954 -1.119 4.550
O -3.172 -0.923 3.635
H -2.086 -1.267 5.507
H -1.205 -0.199 4.323
H -1.376 -1.936 4.016
H -2.771 -0.442 2.821
C -4.418 1.496 5.879
O -4.315 2.561 4.898
C -3.112 2.592 4.153
C -3.190 3.348 2.855
N -2.014 3.185 2.115
C -2.130 3.940 0.738
C -0.789 3.778 -0.006
O -0.666 4.347 -1.214
C -1.569 3.688 -2.100
H -5.076 1.813 6.581
H -3.643 1.447 6.452
H -4.628 0.415 5.414
H -2.933 1.508 3.915
H -2.405 2.879 4.789
H -3.436 4.388 2.864
H -4.041 2.811 2.472
H -1.845 2.289 1.901
H -2.352 4.930 0.694
H -2.840 3.518 0.207
H -0.395 2.869 0.050
H -0.113 4.330 0.645
H -1.706 2.699 -2.013
H -1.563 4.174 -3.153
H -2.579 4.088 -1.973
C -0.181 2.184 7.353
O 1.080 1.969 6.754
C 1.046 1.496 5.424
C 1.457 0.043 5.286
N 1.825 -0.468 4.008
C 3.168 -0.101 3.550
C 3.502 -0.897 2.210
O 4.878 -0.675 1.917
C 5.174 -1.097 0.641
H 0.036 2.307 8.289
H -0.467 1.126 7.353
H -0.778 2.989 7.022
H 1.757 1.965 4.657
H 0.014 1.649 4.919
H 0.829 -0.821 5.984
H 2.427 -0.294 5.805
H 1.206 -0.237 3.366
H 4.011 -0.244 4.294
H 2.998 0.933 3.423
H 2.969 -0.395 1.236
H 3.403 -2.013 2.366
H 4.729 -0.597 -0.160
H 5.055 -2.288 0.540
H 6.119 -0.889 0.394
C -0.894 0.683 -4.605
O -1.928 0.201 -3.742
C -1.356 -0.476 -2.586
C -2.539 -1.277 -1.976
N -2.068 -2.135 -0.871
C -3.103 -2.853 -0.297
C -2.489 -3.737 0.791
O -3.450 -4.454 1.533
C -2.862 -5.098 2.609
H -0.082 -0.197 -4.847
H -0.207 1.580 -4.427
H -1.352 1.162 -5.375
H -0.680 0.285 -1.924
H -0.564 -1.047 -3.027
H -3.007 -1.849 -2.835
H -3.342 -0.666 -1.487
H -1.763 -1.409 -0.040
H -3.340 -3.557 -1.209
H -4.036 -2.241 0.070
H -2.062 -3.068 1.541
H -1.701 -4.365 0.357
H -2.150 -6.007 2.349
H -3.566 -5.771 3.153
H -2.532 -4.528 3.373
C 2.106 -0.031 -2.201
O 2.134 0.379 -3.693
C 2.909 -0.529 -4.500
C 3.163 0.072 -5.871
N 4.227 -0.602 -6.541
C 4.668 0.216 -7.694
C 5.503 -0.557 -8.645
O 5.677 0.249 -9.772
C 6.707 -0.118 -10.627
H 3.081 0.004 -1.732
H 1.463 -1.050 -2.178
H 1.387 0.644 -1.780
H 2.400 -1.367 -4.717
H 3.725 -0.842 -3.900
H 3.163 1.013 -6.176
H 2.147 -0.151 -6.280
H 3.911 -1.497 -6.911
H 5.106 1.109 -7.490
H 3.837 0.581 -8.200
H 5.245 -1.572 -8.710
H 6.553 -0.935 -8.139
H 7.776 0.032 -10.142
H 6.790 0.479 -11.519
H 6.700 -1.241 -11.103
*
```

---

Record 6
C4H5CaO3 | ωB97M-V/def2-TZVPD

Its expectation value of S² is 0.75. Its orbital gap (alpha / beta) is 5.922 / 6.793 eV. Its LUMO energy (alpha / beta) is -0.24 / -0.44 eV. For the energy, the calculation gives -1058.65522 Ha.

```
! wB97M-V def2-TZVPD RIJCOSX def2/J DEFGRID3
* xyz 0 2
C 2.024 0.189 -0.539
H 2.023 1.280 -0.409
H 2.504 -0.052 -1.499
H 2.635 -0.257 0.259
C -0.392 0.235 -1.281
C 0.626 -0.359 -0.513
O -0.420 -0.041 1.213
C -1.577 0.047 0.719
O -1.653 0.042 -0.611
O -2.651 -0.205 1.325
H -0.274 1.309 -1.480
H 0.573 -1.453 -0.430
Ca -3.416 -0.735 3.246
*
```

---

Record 7
C4H11NOS | ωB97M-V/def2-TZVPD

Its orbital gap is 9.849 eV. Its SMILES is C[C@@H](CS)NCO. Its LUMO energy is 0.84 eV. For the energy, the calculation gives -687.15213 Ha.

```
! wB97M-V def2-TZVPD RIJCOSX def2/J DEFGRID3
* xyz 0 1
C 1.074 0.278 1.830
C 0.353 0.079 0.482
C 0.829 -1.182 -0.278
S 1.894 -0.755 -1.766
N -1.117 -0.044 0.634
C -1.801 1.244 0.484
O -3.172 1.045 0.294
H 1.035 -0.665 2.376
H 2.126 0.548 1.707
H 0.475 0.989 2.399
H 0.462 0.878 -0.240
H -0.008 -1.655 -0.784
H 1.479 -1.807 0.325
H 2.889 -0.086 -1.155
H -1.465 -0.402 1.521
H -1.444 1.655 -0.489
H -1.561 1.993 1.244
H -3.354 0.149 0.031
*
```